No. 1
Formula: C43H34ClN5O2PSr
Source: the OMol25 dataset
Level of theory: wB97M-V/def2-TZVPD

Values from the calculation:
Lowest unoccupied orbital energy ... 2.360 eV
Total charge ... -1
Total energy ... -2915.758503 Ha
HOMO level ... -3.863 eV
Max |F| ... 0.43 eV/A
2S+1 ... 1
Orbital gap ... 6.22 eV

Geometry (Å):
C 1.14481 -2.62821 0.42848
N 0.12018 2.79011 0.76958
H 7.27064 -0.21430 1.38710
H 1.22585 0.84821 5.29171
C 4.01443 0.71399 1.30358
H 0.85976 -3.88953 -3.20958
C -3.98843 1.80009 -1.12298
H 1.56437 -1.56241 -2.76437
H -2.94400 3.23836 0.07842
H -0.48087 3.56328 -1.03953
P 1.79316 -0.02627 -0.17735
C 1.58152 2.60587 -3.92459
C 5.34818 0.68700 1.69057
C 2.94862 1.49681 -2.29111
H 1.47918 3.29298 -4.75539
H -2.82460 -4.72120 0.67488
Sr -1.45992 0.64810 0.86769
C -3.68563 1.44905 -3.54776
C -2.90377 -1.65897 -1.53544
N -0.56011 0.44651 -1.80177
H -3.90603 -2.80254 -3.03455
C -5.07570 0.87906 -1.22275
H -1.43274 -3.17308 4.37450
H 3.91718 1.32904 -1.83645
H 4.10043 -1.69153 -1.07887
C 0.51238 -1.00966 6.06951
C 0.75085 4.96877 0.02201
C 1.49648 4.16231 2.14413
H -0.46120 -0.56567 -1.72170
C -1.73037 -2.65092 1.85583
H 1.17694 -2.26438 1.45052
C 0.78180 -3.94275 0.17870
H 1.96270 6.11228 1.38124
C -3.46023 -2.81416 -2.04885
C 0.09470 3.76406 -0.14163
H -4.30494 2.34867 0.92000
C -0.73732 -1.32611 3.56701
N -2.34091 -1.57918 -0.32509
C 0.96309 1.84854 2.93729
C 1.83094 0.85662 -1.76300
H -5.63399 0.64432 -0.32313
C -4.72807 0.53591 -3.57500
H 5.68407 1.33660 2.48869
H -3.85939 -4.88260 -1.61519
C -3.33078 2.06972 -2.36064
N -1.35597 -1.45706 2.30172
H -3.16007 1.68545 -4.46635
C -5.43439 0.27172 -2.40445
Cl -5.16145 -0.27077 -5.06868
H 3.70902 2.86371 -3.75794
H 0.35956 -5.41201 -1.32610
C -2.87433 -3.87750 0.00328
C 0.57662 1.08049 -2.35798
H -6.26035 -0.42891 -2.42518
C 5.78225 -1.04300 0.08028
O -1.64481 -3.77465 2.38388
C 0.63824 -0.03177 5.09443
C -0.85569 -2.28820 4.57916
C 1.43286 -1.76123 -0.62884
O 1.93537 2.00872 3.69943
H -0.36205 -2.90859 6.56636
C 1.33726 -2.22865 -1.93807
C -2.33694 -2.67079 0.44816
H -0.51622 2.12485 -3.87588
H 0.70246 5.72458 -0.74993
H 0.52615 -4.59132 1.00540
C 0.94914 -3.53970 -2.18827
N 0.05305 0.88508 2.87818
C 0.45909 1.95733 -3.43231
C -0.24476 -2.13594 5.81495
C 4.45201 -1.01551 -0.30799
H -1.42189 0.68694 -2.28197
H -2.53591 2.81121 -2.37400
H -2.93890 -0.74937 -2.12298
C 1.45317 5.17304 1.20274
C 0.83157 2.96417 1.88415
C 2.83090 2.36768 -3.36499
C 0.01293 -0.14457 3.84543
H 6.46739 -1.73736 -0.39051
C 0.67454 -4.39421 -1.13127
H 3.32431 1.36730 1.82323
C -3.58366 2.35751 0.10766
C -3.43717 -3.95158 -1.25617
C 6.23292 -0.18687 1.07793
H 1.00931 -0.87862 7.02417
H 2.04329 4.24549 3.07103
C 3.55791 -0.12988 0.29354

***

No. 2
Formula: C43H34HgN7O2P2Se2
Source: the OMol25 dataset
Level of theory: wB97M-V/def2-TZVPD

Values from the calculation:
Lowest unoccupied orbital energy (spin up / spin down) ... 3.801 / 2.476 eV
Total charge ... -2
Total energy ... -7831.713207 Ha
HOMO level (spin up / spin down) ... -2.356 / -2.132 eV
Max |F| ... 5.60 eV/A
2S+1 ... 2
Orbital gap (spin up / spin down) ... 6.16 / 4.61 eV

Geometry (Å):
C 4.77911 1.58627 -0.05288
C 0.13724 4.34150 -1.59392
C -5.91137 0.66537 -4.49539
C 3.88513 0.65556 -0.57108
C -7.70598 0.09084 -3.02837
C -6.79768 -0.17775 -1.97664
H 5.93662 2.02562 1.74506
H 3.48260 0.79257 -1.50612
H -7.13720 -0.56354 -1.04695
H 1.29325 -6.11155 1.30351
H -4.66623 -0.12541 -1.44262
H -3.94383 1.14641 5.91229
C 1.23472 5.23945 -1.32428
H -3.01523 -3.18203 -3.08185
C 2.30645 5.15624 -2.18664
C 0.10398 3.46242 -2.65491
C 1.82359 -4.10872 0.51314
N -1.96840 -3.73134 -1.23513
C 4.92317 0.21434 1.95624
C 4.38816 -5.00471 0.98938
C -7.24523 0.54739 -4.25489
H 1.98743 4.11378 4.43091
C 1.48087 2.16082 3.73655
N -1.17857 -1.08396 1.18868
H 1.26187 5.96399 -0.42972
Se 2.70080 -1.74707 -2.64027
H -0.62371 -6.54674 -2.04361
C -5.41753 0.04173 -2.22853
H -0.63065 -4.83482 0.05590
C 4.16567 -3.71840 0.42461
C 3.48905 -0.45599 0.12629
C 4.05873 -0.65436 1.37392
C 2.32509 4.34784 -3.28269
H 5.37562 -5.32195 1.04272
C 2.84852 -3.22180 0.24036
H -3.35284 2.49204 3.91732
C 1.19561 3.49870 -3.66931
H -7.97830 0.78392 -5.06985
C -1.10023 2.60423 -2.54057
O -3.16319 0.51210 -5.01204
H -8.75416 -0.03868 -2.93428
C 1.28396 1.33103 2.60761
H 4.97928 2.54625 -0.45103
C -3.14465 0.83913 5.23459
Hg -0.34990 -0.26713 -4.80682
C 3.36335 -5.85779 1.24576
N -1.51601 1.65652 -3.22812
C 2.08036 -5.38431 1.02876
C -1.68036 1.25211 3.39164
N -0.25386 -1.90590 -0.65311
C 2.10801 3.02990 1.16680
H -0.71111 -1.46505 5.24168
N -1.40858 -1.65518 0.05173
P 2.37913 -1.67348 -0.60276
H 0.83407 -3.74875 0.44352
H 3.48946 -6.86235 1.60037
O 1.19105 2.95015 -4.79647
C -4.94988 0.47897 -3.46850
C 1.92872 3.44112 3.55701
H -1.74274 3.00077 -1.66918
H -1.40843 1.93074 2.61252
C -2.32431 -3.87872 -2.55018
H -2.70142 -0.82097 6.46930
H 2.34712 3.43965 0.24592
H 5.06340 -3.11420 0.11911
C -1.29900 -0.60311 4.90724
C 1.59326 1.78816 1.37428
N -2.78219 1.26449 -2.84926
C -2.81116 1.55369 4.13205
C 0.71766 -1.40970 0.08131
P 0.62506 -0.32593 2.90196
H 1.29609 1.14638 0.38267
C 5.26949 1.37445 1.23974
H 3.68500 -1.43849 1.99554
Se 1.86468 -1.54719 4.03864
H 2.53587 4.93293 2.14235
N -1.90415 -5.03596 -2.99251
C -0.93660 0.12383 3.75114
H 3.14655 5.71057 -1.86880
C -2.41824 -0.24626 5.62748
C -1.16431 -5.60725 -1.97927
C 2.23719 3.92781 2.29096
H 1.35864 1.65370 4.71947
C -1.13743 -4.74563 -0.91073
H 3.23062 4.23004 -3.83231
H -5.51230 0.94884 -5.46389
H -0.72495 4.37989 -0.91285
H -2.29725 -3.03172 -0.62083
C -3.48627 0.70741 -3.86771
H 5.29834 0.09457 2.97665
C 0.16574 -0.92234 1.29219

***

Values of ΔE to the lowest compared entry with this formula, charge and spin, in order: 0.00; 0.00, all in kJ/mol.